No. 1
59
Properties=species:S:1:pos:R:3:forces:R:3 method="wB97M-V/def2-TZVPD" max_force_ev_per_a=1.3 molar_mass_g_mol=429.5 lumo_energy_ha=0.0081 e_tot_ev=-37909.598 homo_energy_ev=-8.464 smiles="Cc1nn([C@@H](C)C(=O)NCCCc2ccccc2)c(=O)c2nn(-c3ccccc3)c(C)c12" relative_energy_kcal_mol=42.8
C -2.278384 -3.678370 -1.038861 0.064 0.058 0.019
C -1.920008 -2.429174 -0.303512 0.221 -0.080 0.069
N -0.743714 -2.371861 0.220172 -0.272 -0.929 -0.634
N -0.315479 -1.300276 0.892581 -0.301 0.708 0.287
C 1.039677 -1.406986 1.434585 0.470 -0.251 0.165
C 1.398364 -2.851364 1.738815 -0.002 0.192 -0.128
C 2.048211 -0.796712 0.431707 -0.431 0.091 0.461
O 2.834080 -1.472642 -0.198547 0.268 -0.333 -0.201
N 1.950353 0.538107 0.350441 0.000 0.500 0.012
C 2.795345 1.358928 -0.485964 0.140 0.173 -0.150
C 3.636737 2.315414 0.359659 -0.060 -0.247 0.020
C 4.707545 1.575615 1.173710 -0.063 0.189 -0.147
C 5.847115 1.130884 0.300089 -0.006 -0.054 0.140
C 6.873081 2.017500 -0.005228 -0.002 0.002 -0.012
C 7.915397 1.636660 -0.830448 0.074 0.085 -0.035
C 7.943798 0.359859 -1.365561 0.082 -0.049 -0.084
C 6.925446 -0.529206 -1.069373 0.056 -0.054 -0.068
C 5.883674 -0.148053 -0.240843 0.023 -0.017 0.036
C -1.013769 -0.129030 1.105711 0.321 0.134 0.194
O -0.496208 0.819333 1.683972 -0.269 0.126 0.069
C -2.355247 -0.187986 0.567557 -0.998 -0.488 -0.665
N -3.296910 0.739111 0.630373 0.591 0.572 0.585
N -4.349723 0.228807 -0.004097 0.598 -0.696 -0.022
C -5.517081 1.010297 -0.084878 -0.686 0.576 -0.041
C -6.776906 0.453458 0.098652 0.237 -0.023 0.021
C -7.896707 1.262720 0.019698 -0.056 0.036 -0.040
C -7.764917 2.618744 -0.226690 -0.066 0.007 0.017
C -6.504882 3.174623 -0.380206 -0.015 -0.024 0.008
C -5.379740 2.375780 -0.309168 0.075 -0.145 -0.040
C -4.123021 -1.010753 -0.511617 0.374 -0.254 -0.062
C -5.098541 -1.762345 -1.340394 -0.091 -0.062 -0.024
C -2.816531 -1.327373 -0.150807 -0.046 0.850 0.441
H -2.418715 -3.466040 -2.097921 -0.053 -0.044 -0.098
H -3.200806 -4.101591 -0.645904 -0.093 -0.086 -0.017
H -1.471915 -4.396832 -0.929046 0.008 -0.058 -0.015
H 1.050454 -0.797669 2.346452 -0.015 -0.113 -0.210
H 1.489002 -3.406751 0.810494 0.048 -0.069 0.069
H 2.353008 -2.879509 2.256520 0.080 0.012 0.047
H 0.635413 -3.311294 2.360972 -0.056 -0.030 0.075
H 1.250099 1.007698 0.917777 0.026 -0.246 -0.016
H 3.438532 0.690776 -1.062426 -0.109 0.098 -0.042
H 2.166086 1.931996 -1.176224 0.107 -0.090 -0.010
H 4.117931 3.041393 -0.298045 -0.014 0.080 0.018
H 2.972392 2.857017 1.037339 -0.014 0.094 -0.023
H 5.085973 2.245506 1.949050 -0.015 -0.079 0.049
H 4.250203 0.712445 1.660427 0.016 0.014 0.099
H 6.855916 3.015124 0.412410 -0.003 0.101 0.057
H 8.707860 2.336297 -1.055631 0.058 0.046 -0.011
H 8.757871 0.060397 -2.009845 0.057 -0.025 -0.044
H 6.939888 -1.526368 -1.484534 0.001 -0.086 -0.033
H 5.091692 -0.849227 -0.022544 -0.107 -0.050 0.034
H -6.883116 -0.594679 0.329469 0.017 -0.105 0.015
H -8.875831 0.830619 0.161681 -0.070 -0.037 0.018
H -8.643042 3.243456 -0.286888 -0.074 0.053 -0.001
H -6.398274 4.234035 -0.556542 0.023 0.084 -0.017
H -4.389104 2.788857 -0.413824 0.072 0.038 -0.017
H -5.658611 -2.478542 -0.737460 -0.080 -0.017 -0.036
H -5.803190 -1.082698 -1.815670 -0.022 -0.067 -0.054
H -4.570774 -2.318146 -2.111600 -0.020 -0.012 -0.027

No. 2
53
Properties=species:S:1:pos:R:3:forces:R:3 method="wB97M-V/def2-TZVPD" max_force_ev_per_a=10.3 molar_mass_g_mol=355.6 lumo_energy_ha=-0.2031 e_tot_ev=-34232.476 homo_energy_ev=-11.116 charge=+1 relative_energy_kcal_mol=41.5
C 4.851318 -0.423293 3.251590 -0.767 0.238 0.137
Si 3.729161 -0.426536 1.736957 1.454 -0.751 -0.923
C 4.259753 0.758551 0.384881 -0.200 0.148 0.284
C 3.500462 -2.128663 0.979518 -0.132 0.036 0.305
C 1.963323 0.159856 2.284498 -1.947 1.129 -0.686
C 1.017410 0.402046 1.184779 -0.483 -0.591 2.907
C -0.161997 -0.448682 0.781468 7.573 -3.332 4.146
H 4.470403 -1.113136 4.018661 0.129 0.127 -0.188
H 5.872583 -0.722547 3.005921 -0.116 -0.006 -0.160
H 4.891788 0.578137 3.703931 0.055 -0.218 -0.112
H 3.411506 0.957070 -0.285860 0.267 -0.029 -0.007
H 4.594413 1.716333 0.801975 -0.030 -0.119 -0.166
H 5.077089 0.331106 -0.210084 -0.174 0.098 0.172
H 2.544778 -2.171608 0.441345 0.199 -0.102 -0.008
H 4.301189 -2.359308 0.264525 -0.153 0.100 0.192
H 3.495779 -2.907041 1.753316 -0.049 0.086 -0.208
H 1.616955 -0.511565 3.068067 -0.033 -0.556 -0.313
H 2.318141 1.100418 2.786256 -0.443 -0.387 -0.789
H 1.047303 1.391931 0.823879 0.340 1.096 -1.129
H -0.931323 -0.344127 1.448453 -0.834 -0.470 4.320
H 0.329992 -1.500482 0.823127 -1.448 1.146 -0.132
C -1.024765 -0.106978 -0.192084 -7.023 2.072 -7.215
C -2.375787 -1.089998 -0.255755 1.107 0.201 -0.004
C -2.086293 -2.460420 -0.254878 -0.991 0.961 0.734
C -3.101935 -3.395951 -0.088599 0.614 0.202 -0.287
C -4.431657 -3.007678 -0.038279 0.156 0.602 -0.142
C -4.756132 -1.654172 -0.140300 0.450 0.405 -0.210
C -3.729547 -0.681743 -0.286654 -0.059 -0.526 0.545
C -1.627127 1.344346 0.026650 0.834 -1.064 -0.270
C -1.243561 2.110767 -1.048743 0.585 1.402 -0.185
C -1.578197 3.467987 -1.127055 -0.150 -0.550 0.012
C -2.394285 4.001483 -0.129715 0.103 0.419 -0.257
C -2.750111 3.246950 0.981430 0.043 -1.167 0.038
C -2.396572 1.881717 1.038865 0.278 0.204 1.031
C -0.481834 1.298801 -1.996232 -0.230 1.100 -1.150
C -0.438691 -0.003066 -1.593350 -0.440 -0.597 0.930
C -0.050356 -1.022899 -2.435960 0.043 -0.805 0.896
C 0.248284 -0.681057 -3.735227 0.366 -1.524 -0.568
C 0.222235 0.621850 -4.165764 0.078 1.406 -0.289
C -0.095554 1.649466 -3.282905 -0.063 -0.263 0.044
H -1.052479 -2.730665 -0.256841 0.359 -0.574 0.000
H -2.791508 -4.418211 0.018643 -0.240 -0.429 -0.086
H -5.205427 -3.748606 0.047507 -0.184 -0.135 0.169
H -5.816656 -1.341875 -0.078693 0.852 -0.128 -0.186
H -4.042817 0.362020 -0.342385 0.344 -0.272 0.026
H -1.200550 4.062825 -1.958314 -0.351 -0.018 0.186
H -2.775057 5.018506 -0.235193 0.335 -0.180 0.184
H -3.292368 3.670372 1.820330 -0.109 0.057 -0.283
H -2.653232 1.264419 1.918792 -0.044 0.467 -0.493
H -0.045435 -2.073046 -2.062683 0.032 0.908 -0.643
H 0.486513 -1.491842 -4.428547 -0.031 0.378 0.086
H 0.408251 0.875206 -5.205012 0.139 -0.171 0.124
H -0.127369 2.693016 -3.560255 -0.010 -0.027 -0.375

No. 3
60
Properties=species:S:1:pos:R:3:forces:R:3 method="wB97M-V/def2-TZVPD" max_force_ev_per_a=0.4 molar_mass_g_mol=724.7 lumo_energy_ha="-0.4189 / -0.4190" e_tot_ev=-235367.808 homo_energy_ev="-16.799 / -16.799" charge=+3 relative_energy_kcal_mol=17.8
Pd 0.478465 0.349350 0.647858 -0.282 0.303 0.010
C -2.874671 -2.925111 3.647774 0.008 -0.012 0.013
C -2.422684 -1.528629 3.335019 -0.006 0.002 0.006
C -2.925678 -0.409653 4.000857 0.034 0.008 -0.021
C -2.447540 0.857472 3.706162 0.024 -0.038 -0.035
C -1.487424 0.969608 2.721893 -0.057 -0.017 0.083
Br -0.699888 2.618921 2.300393 0.162 0.173 0.048
N -1.012304 -0.074145 2.043345 -0.053 -0.238 -0.124
C -1.456534 -1.301526 2.367840 -0.018 0.023 0.055
H -3.591809 -2.929395 4.464731 -0.002 -0.004 0.002
H -2.029855 -3.551107 3.937145 -0.002 -0.001 0.005
H -3.350695 -3.387188 2.782003 -0.011 0.009 -0.002
H -3.676520 -0.530353 4.771843 -0.007 -0.006 -0.001
H -2.795417 1.733872 4.234570 -0.003 0.009 -0.003
H -0.987972 -2.128051 1.855157 -0.006 -0.014 0.009
S 4.110936 -0.054665 3.106932 -0.098 -0.018 -0.032
C 2.820888 -0.579426 4.092496 -0.052 -0.005 -0.030
C 1.609458 -0.563459 3.456645 0.109 0.029 -0.018
C 1.748920 -0.105956 2.122940 0.173 -0.142 -0.081
C 3.054207 0.201799 1.793531 -0.005 -0.010 0.105
C 3.370181 0.704222 0.477084 -0.071 0.008 -0.021
C 4.626641 1.070390 0.014398 -0.072 -0.005 -0.013
C 4.760204 1.553959 -1.274895 0.003 0.005 0.002
C 3.632138 1.669182 -2.080956 0.022 0.006 0.009
C 2.411531 1.293665 -1.566307 -0.081 -0.009 -0.035
N 2.272182 0.815920 -0.318412 0.067 -0.032 0.041
H 3.022298 -0.880474 5.109475 0.003 -0.002 0.005
H 0.694854 -0.863482 3.942182 -0.015 0.000 0.023
H 5.484698 0.984625 0.667263 0.002 -0.005 0.011
H 5.733535 1.841620 -1.650087 0.001 0.000 -0.002
H 3.697829 2.039413 -3.093841 -0.006 0.000 -0.006
H 1.516780 1.351274 -2.173637 0.048 -0.006 0.015
C -0.516212 3.395283 -1.180809 -0.010 0.037 -0.114
As -1.109763 1.570731 -0.970567 -0.056 -0.043 0.007
C -2.972277 1.626232 -0.472949 0.003 -0.014 -0.017
C -1.007710 0.753261 -2.707966 0.043 0.010 -0.012
C -1.490504 1.327248 -3.876904 0.000 0.020 0.011
C -1.308042 0.660019 -5.083847 -0.036 0.059 -0.006
C -0.649400 -0.560951 -5.128225 0.018 -0.029 -0.023
C -0.173433 -1.148343 -3.962326 0.033 -0.037 0.041
C -0.362144 -0.476852 -2.760668 -0.060 0.037 0.013
As 0.058661 -1.287849 -1.082048 0.368 -0.029 0.061
C -1.383532 -2.499238 -0.694789 -0.066 0.008 0.037
C 1.691425 -2.298147 -1.163568 -0.051 -0.003 -0.060
H -1.086258 3.844930 -1.995451 0.001 -0.040 -0.004
H 0.542798 3.410645 -1.427349 -0.007 0.040 0.020
H -0.699946 3.952590 -0.267155 -0.010 -0.017 -0.003
H -3.533551 1.981390 -1.338074 0.000 0.009 0.012
H -3.113005 2.312691 0.359010 0.006 -0.007 0.008
H -3.319078 0.628918 -0.206393 0.001 0.023 0.001
H -1.998763 2.284027 -3.868164 0.009 -0.002 0.003
H -1.678095 1.103743 -5.998560 0.002 0.001 -0.003
H -0.504897 -1.061404 -6.076294 -0.001 -0.010 0.000
H 0.330506 -2.106289 -4.009321 -0.002 -0.003 -0.004
H -1.663332 -2.911107 -1.667288 0.007 -0.006 0.009
H -2.236501 -1.972289 -0.271573 -0.003 -0.034 -0.024
H -1.051603 -3.303831 -0.041470 0.003 0.035 0.011
H 1.519636 -3.152107 -1.822579 0.000 -0.003 0.018
H 1.945047 -2.646923 -0.164052 -0.012 -0.004 0.005
H 2.483240 -1.669030 -1.562041 0.009 -0.007 -0.005

No. 4
60
Properties=species:S:1:pos:R:3:forces:R:3 method="wB97M-V/def2-TZVPD" max_force_ev_per_a=0.5 molar_mass_g_mol=635.6 multiplicity=4 lumo_energy_ha="-0.3143 / -0.2683" e_tot_ev=-181135.127 homo_energy_ev="-14.169 / -14.192" charge=+2
Mn 0.425848 0.124553 0.585075 -0.474 0.235 -0.129
C 0.154476 2.041558 1.700498 0.109 0.074 0.028
C -0.863009 1.137957 2.080572 -0.137 -0.035 0.212
C -0.233842 -0.031335 2.696513 -0.254 0.000 0.155
C 1.153642 0.162111 2.678082 0.274 0.164 0.053
C 1.403421 1.454560 2.079394 0.116 0.005 0.140
C 2.732847 2.107644 1.952246 -0.024 -0.003 -0.002
C 2.193003 -0.715821 3.296975 0.018 0.004 -0.042
C -0.984929 -1.105104 3.403327 0.005 0.006 0.017
C -2.329221 1.369512 2.088997 -0.032 0.004 0.001
C -0.009473 3.404462 1.104162 -0.007 -0.014 -0.002
H 2.762753 2.811212 1.121955 -0.001 0.002 0.002
H 3.542686 1.388710 1.841294 -0.009 -0.013 0.013
H 2.925731 2.672166 2.870698 0.005 0.007 -0.012
H 1.833007 -1.732126 3.445089 -0.019 0.004 0.007
H 2.460974 -0.314108 4.276937 0.018 -0.019 0.005
H 3.107703 -0.757894 2.705290 -0.005 0.023 -0.008
H -0.408151 -2.024054 3.489083 0.016 -0.006 0.015
H -1.939542 -1.325613 2.930800 -0.002 0.042 -0.013
H -1.201750 -0.757037 4.417741 0.008 -0.021 0.010
H -2.889275 0.496012 1.759337 0.024 -0.017 0.015
H -2.622106 2.215725 1.475215 0.018 0.003 0.004
H -2.623391 1.570006 3.124674 -0.023 0.025 -0.014
H 0.231554 3.420099 0.039791 0.017 -0.011 0.009
H 0.655631 4.108888 1.603319 -0.016 0.011 0.010
H -1.029114 3.764585 1.220903 -0.001 -0.016 -0.013
Cl 2.332978 0.238281 -0.851506 0.112 0.213 -0.366
C 0.951569 0.896430 -1.805750 0.293 -0.078 0.048
C -0.253603 0.761688 -1.162602 0.190 -0.030 0.188
C -1.383693 1.163665 -1.847071 -0.194 -0.029 -0.074
Cl -2.939647 0.898240 -1.149600 0.081 0.010 -0.052
C -1.269396 1.728437 -3.120943 0.002 0.004 0.026
Cl -2.661950 2.243178 -3.953250 -0.043 0.006 -0.031
C -0.005830 1.873377 -3.722116 -0.038 0.020 -0.023
Cl 0.137128 2.571629 -5.264818 -0.003 0.007 -0.035
C 1.145070 1.432496 -3.063154 0.068 -0.040 0.070
Cl 2.701804 1.535260 -3.742725 0.031 0.021 -0.063
C -0.323992 -2.367827 -1.931252 0.015 -0.063 -0.002
As -0.114616 -2.166993 -0.028962 -0.022 -0.219 -0.124
C -1.645951 -3.095118 0.658719 -0.055 -0.013 0.007
C 1.475542 -3.241715 0.379878 -0.014 -0.206 -0.025
C 1.089807 -4.647313 0.751447 0.151 0.129 -0.029
C 1.062346 -5.642087 -0.217628 -0.130 -0.140 -0.077
C 0.662215 -6.931948 0.115127 0.049 0.083 -0.085
C 0.297038 -7.232422 1.417276 -0.019 -0.053 0.054
C 0.338390 -6.246703 2.394776 0.019 0.062 -0.015
C 0.732690 -4.960764 2.059268 -0.006 -0.020 0.119
H -0.392375 -3.437981 -2.125067 -0.019 -0.002 -0.093
H 0.535907 -1.951438 -2.451737 0.010 0.003 -0.007
H -1.233284 -1.867781 -2.257329 -0.024 -0.018 -0.007
H -1.636849 -4.071632 0.177715 -0.087 -0.058 0.018
H -2.545684 -2.545979 0.387524 -0.020 -0.003 -0.005
H -1.581358 -3.228540 1.732035 -0.014 -0.034 0.038
H 2.057853 -2.743488 1.153663 -0.055 -0.011 0.086
H 2.054196 -3.210869 -0.543882 0.076 -0.028 0.009
H 1.364059 -5.420309 -1.235783 0.011 -0.001 0.018
H 0.649080 -7.703165 -0.643545 0.005 0.012 0.006
H -0.005638 -8.237790 1.677445 0.000 0.009 -0.010
H 0.074143 -6.483571 3.416937 0.007 0.003 -0.012
H 0.783700 -4.200628 2.834026 0.002 0.010 -0.013